# 1
An isolated molecule of C5H9NO3 at a distorted geometry, computed with ωB97M-V with the def2-TZVPD basis set.

```
18
Properties=species:S:1:pos:R:3:forces:R:3
C -0.85676 0.72509 -2.21496 1.6 -1.9 1.1
C -0.31925 0.90836 -0.68835 -1.5 -0.6 -1.2
C 1.77146 -0.15313 0.45853 -1.3 1.9 -1.3
C -0.44488 -0.71471 1.31392 -0.7 0.1 -0.7
C 0.44932 -0.02699 0.32454 0.2 -0.2 -1.8
N -0.95510 -0.47334 -2.72625 0.3 3.3 -0.2
O -1.18134 -0.63016 -3.98765 -0.2 -1.0 0.6
O -1.01571 1.71333 -3.11110 0.2 0.5 1.6
O -0.63498 -1.50202 -1.89696 -0.1 -0.7 -0.2
H -1.21346 0.95606 -0.10698 -1.2 0.4 -0.1
H -1.07101 -2.20150 -2.38231 -0.2 -1.0 0.0
H -0.02521 1.92588 -0.67751 1.1 0.9 0.0
H 2.10863 -0.47461 1.38399 0.9 -1.2 1.4
H -1.26166 1.29529 -3.95476 0.1 -0.5 -0.1
H 2.47042 0.36611 -0.17642 0.1 -0.1 -0.2
H -1.32322 -0.13000 1.52526 -0.5 0.3 0.0
H -0.79058 -1.73623 1.11576 0.3 0.2 -0.5
H 0.06869 -0.74465 2.21805 1.0 -0.3 1.7
```
Positions in Å, forces in eV/Å.

Spin multiplicity = 1
Calculated total energy = -12958.3591 eV
Charge = 0
Kohn-Sham gap = 9.11 eV
Lowest unoccupied orbital energy = 0.73 eV
Relative energy (zero: lowest compared OMol25 entry of this formula, charge and spin) = 146.37 kcal/mol



# 2
A cluster of 2 separate species, C5H9NO3 in total at a distorted geometry, computed with ωB97M-V with the def2-TZVPD basis set.

```
18
Properties=species:S:1:pos:R:3:forces:R:3
C 0.24094 -1.90371 -0.65300 0.5 -0.4 -0.1
C -0.92746 -0.97882 -0.83945 -2.4 -1.0 1.3
N -1.67962 -0.72415 0.35986 0.4 -0.1 -2.4
O -1.35535 -0.61636 -1.92187 0.8 0.4 0.8
H -2.51409 -0.17528 0.18722 0.0 -0.4 0.3
H -1.50101 -1.20791 1.23684 -0.2 0.4 -0.7
H 1.16101 -1.35287 -0.85590 0.0 -0.2 0.2
H 0.28536 -2.37828 0.32834 0.0 0.5 0.0
H 0.19838 -2.73381 -1.36349 -0.2 0.4 -0.2
C 1.32953 1.40037 -0.60493 -0.1 0.5 -0.2
C 0.24468 1.77999 0.35867 -1.1 0.5 1.5
C -0.08884 0.79402 1.67150 3.8 0.2 -1.1
O -0.28361 2.87649 0.37844 0.5 -1.4 0.0
O 0.37219 -0.32452 1.81352 -0.6 1.7 0.2
H -0.22691 1.46842 2.52857 -1.2 -0.1 0.2
H 0.85630 1.03103 -1.51664 0.1 -0.6 0.1
H 1.82306 2.31152 -0.95515 0.0 0.0 0.4
H 2.06545 0.73388 -0.15253 -0.3 -0.2 -0.3
```
Positions in Å, forces in eV/Å.

Spin multiplicity = 1
Calculated total energy = -12962.1531 eV
Charge = 0
Kohn-Sham gap = 9.18 eV
Lowest unoccupied orbital energy = -0.43 eV
Relative energy (zero: lowest compared OMol25 entry of this formula, charge and spin) = 58.88 kcal/mol



# 3
An isolated molecule of C5H9NO3 at a distorted geometry, computed with ωB97M-V with the def2-TZVPD basis set.

```
18
Properties=species:S:1:pos:R:3:forces:R:3
O -1.87281 -2.61468 0.39235 1.0 0.5 -2.5
O 1.49717 1.02507 0.56999 -1.3 -0.1 0.0
O -0.85750 -1.77942 -1.53067 -0.4 -1.2 0.7
C -1.66319 -2.61046 -0.82477 -0.3 0.5 2.7
C 0.26864 1.12160 0.58519 0.9 1.0 0.9
N -0.37148 2.10065 1.33922 -1.1 -1.6 -1.4
C 0.32647 2.85565 2.34687 -0.1 0.7 0.4
C 0.04973 -0.99164 -0.75162 0.6 0.5 1.2
C -0.66320 0.24862 -0.22413 0.7 -0.1 0.3
H -2.18170 -3.34127 -1.41576 -0.1 -0.2 -1.0
H -1.42220 2.07996 1.27938 1.9 0.2 0.5
H 1.12343 3.49563 1.91591 -0.3 -0.6 0.2
H 0.73952 2.21144 3.15436 -0.2 0.4 -0.6
H -0.43032 3.53189 2.76129 0.3 -0.1 0.2
H 0.92789 -0.73996 -1.35965 -0.5 -0.1 -0.1
H 0.44041 -1.53762 0.14215 -0.5 0.0 -0.8
H -1.50387 -0.05930 0.39131 -0.1 0.0 0.0
H -1.00607 0.89742 -1.00823 -0.4 0.1 -0.7
```
Positions in Å, forces in eV/Å.

Spin multiplicity = 1
Calculated total energy = -12963.6054 eV
Charge = 0
Kohn-Sham gap = 10.55 eV
Lowest unoccupied orbital energy = 0.76 eV
Relative energy (zero: lowest compared OMol25 entry of this formula, charge and spin) = 25.39 kcal/mol



# 4
A cluster of 2 separate species, C5H9NO3 in total at a distorted geometry, computed with ωB97M-V with the def2-TZVPD basis set.

```
18
Properties=species:S:1:pos:R:3:forces:R:3
C 1.34529 1.88285 1.12837 1.1 0.0 -0.1
C 1.39072 0.68584 0.65210 0.7 -0.7 -0.8
C -1.96790 -0.73438 0.61288 -0.1 -0.2 1.5
C -1.18135 -0.84772 -0.69068 -3.1 0.1 -0.9
C -0.76680 0.53139 -1.14815 -0.3 1.6 0.6
N 1.95198 -0.42742 0.32746 -1.9 1.1 -1.4
O 1.88886 -1.43177 1.00914 1.0 -1.5 0.1
O 2.30610 -0.51813 -1.14340 1.1 3.3 2.3
O -1.13721 1.62177 -0.69239 0.5 -2.5 -0.9
H 2.30557 2.38331 1.15927 0.0 0.3 0.5
H 0.47007 2.37699 1.47770 -0.6 0.3 -0.3
H -2.54784 -1.66256 1.02791 1.0 1.8 -1.2
H -1.25878 -0.42641 1.43770 -0.5 -0.5 -0.8
H -2.56011 0.18614 0.48571 -0.5 -0.7 0.3
H -0.36682 -1.50062 -0.57910 1.4 -0.8 -0.1
H -1.83269 -1.30723 -1.58102 1.2 1.0 1.7
H -0.04005 0.48805 -1.96187 0.2 0.3 -0.4
H 2.00095 -1.30009 -1.52162 -1.2 -2.8 -0.3
```
Positions in Å, forces in eV/Å.

Spin multiplicity = 1
Calculated total energy = -12956.7340 eV
Charge = 0
Kohn-Sham gap = 9.63 eV
Lowest unoccupied orbital energy = 0.33 eV
Relative energy (zero: lowest compared OMol25 entry of this formula, charge and spin) = 183.84 kcal/mol



# 5
An isolated molecule of C5H9NO3S2 at a distorted geometry, computed with ωB97M-V with the def2-TZVPD basis set.

```
20
Properties=species:S:1:pos:R:3:forces:R:3
C -1.21754 0.60786 -1.33152 -2.2 -9.1 -3.5
C -0.91192 1.77030 -0.83097 3.4 8.8 6.1
C -1.01602 -0.60043 -0.43683 -0.1 4.3 1.1
C 0.05393 -0.04571 0.52941 2.9 -1.4 1.6
C -2.19172 -0.95233 0.37382 -2.4 -0.4 -0.8
N 2.72238 0.09430 0.95399 -4.8 1.8 -0.1
O 2.03199 -1.47420 -0.89279 -0.8 -0.8 0.7
O 1.90127 0.88065 -1.30964 -0.7 0.7 0.1
O 0.40052 -0.79047 1.74848 -2.3 0.8 -1.9
S -0.13816 1.73447 0.80598 -1.6 -0.5 -2.4
S 1.67786 -0.18474 -0.37572 1.9 0.2 -0.9
H -1.57494 0.60067 -2.35558 0.3 -0.7 0.0
H -1.25159 2.68778 -1.19912 -0.5 1.3 -0.1
H -0.57303 -1.34928 -0.94046 1.1 -3.0 -1.9
H -2.05301 -1.89526 0.85597 0.1 -0.6 0.6
H -3.08127 -1.06176 -0.33295 0.9 0.3 1.2
H -2.34045 -0.15789 1.10618 -0.5 -0.2 0.0
H 3.46825 -0.44656 0.77485 3.8 -1.9 -0.5
H 2.78672 1.09530 0.91704 1.1 0.4 0.3
H 1.30671 -0.51269 1.93987 0.4 0.0 0.3
```
Positions in Å, forces in eV/Å.

Spin multiplicity = 3
Calculated total energy = -34627.7314 eV
Charge = 0
Kohn-Sham gap (spin up / spin down) = 5.70 / 7.97 eV
Lowest unoccupied orbital energy (spin up / spin down) = 0.45 / -2.38 eV
Relative energy (zero: lowest compared OMol25 entry of this formula, charge and spin) = 27.47 kcal/mol



# 6
An isolated molecule of C5H9NO4 at a distorted geometry, computed with ωB97M-V with the def2-TZVPD basis set.

```
19
Properties=species:S:1:pos:R:3:forces:R:3
O 1.91065 1.04056 -0.12273 0.0 0.1 0.2
C 1.20119 1.29681 -1.28329 0.0 0.1 -0.3
C 1.00457 0.13923 -2.23469 -0.2 0.3 -0.3
O 1.56783 -1.05740 -1.80737 0.2 -0.2 0.1
C -0.17253 0.67478 -1.46172 -0.1 0.4 -0.2
O -0.64076 -0.17177 -0.47404 0.0 -0.4 -0.2
C -1.15742 0.48580 0.65142 -0.7 0.2 -0.1
C -1.32932 -0.51030 1.76747 2.0 -1.0 -0.3
N -0.83530 -1.67795 1.83762 -0.5 0.5 -0.3
H 2.19408 0.11592 -0.14882 0.0 0.0 -0.1
H 1.36842 2.29629 -1.68726 0.0 -0.3 0.1
H 1.04790 0.30748 -3.31251 0.0 -0.1 0.3
H 0.88286 -1.62518 -1.43477 -0.1 0.1 0.0
H -0.93805 1.24032 -2.00304 0.2 -0.2 0.1
H -0.47533 1.28347 0.98806 -0.1 -0.3 0.0
H -2.13648 0.94750 0.43670 0.2 0.0 0.0
O -1.81807 0.07720 2.86338 0.3 0.8 1.5
H -0.43037 -1.93914 0.93934 -0.1 0.1 0.1
H -1.14327 -0.04921 3.57431 -1.1 -0.2 -0.6
```
Positions in Å, forces in eV/Å.

Spin multiplicity = 1
Calculated total energy = -15008.8256 eV
Charge = 0
Kohn-Sham gap = 10.05 eV
Lowest unoccupied orbital energy = 0.59 eV
Relative energy (zero: lowest compared OMol25 entry of this formula, charge and spin) = 78.83 kcal/mol



# 7
An isolated molecule of C5H9NO4 at a distorted geometry, computed with ωB97M-V with the def2-TZVPD basis set.

```
19
Properties=species:S:1:pos:R:3:forces:R:3
C -3.68226 -1.10133 -0.53932 0.1 -0.4 0.1
C -3.15210 0.10960 0.15974 -0.3 0.3 0.5
O -3.77189 0.68468 1.03229 0.3 -0.2 -0.3
C -1.79154 0.69770 -0.24442 0.0 -0.3 -0.3
O -1.83313 2.08700 -0.11594 0.1 0.1 0.0
C -0.64901 0.14361 0.64103 -0.2 0.3 0.1
O -0.40085 -1.23324 0.50594 -0.4 -0.2 0.1
C 0.62391 0.92164 0.41889 3.8 2.1 2.7
N 1.53245 0.97619 -0.43022 1.4 1.2 0.6
H -4.54766 -1.49299 0.00657 0.2 0.1 -0.2
H -3.96087 -0.86344 -1.57398 0.1 0.0 0.2
H -2.89459 -1.86681 -0.57212 -0.2 0.1 -0.1
H -1.59719 0.42785 -1.29552 0.1 0.2 0.2
H -2.45351 2.27697 0.60510 0.0 0.0 0.0
H -0.94764 0.30379 1.68876 0.0 -0.1 -0.3
H -0.38501 -1.49060 -0.42278 0.2 0.2 -0.1
O 1.28283 1.67637 1.64963 -3.4 -1.8 -0.5
H 0.84236 1.29186 2.42098 0.3 0.4 0.4
H 2.31010 1.59175 0.24458 -2.1 -2.1 -3.1
```
Positions in Å, forces in eV/Å.

Spin multiplicity = 1
Calculated total energy = -15008.6450 eV
Charge = 0
Kohn-Sham gap = 10.74 eV
Lowest unoccupied orbital energy = 0.51 eV
Relative energy (zero: lowest compared OMol25 entry of this formula, charge and spin) = 83.00 kcal/mol